# 1
Below is a structure of composition C37H69ClF4N5O9P2S2 at a distorted geometry, with properties calculated with ωB97M-V with the def2-TZVPD basis set.

Summary:
Frontier orbital gap   5.0167 eV
Net charge   +1
Largest force on an atom   0.1194 hartree/bohr
Energy above the lowest of the compared OMol25 structures with the same formula, charge and spin   191.79 kcal/mol
Total energy   -128980.201 eV

CARTESIAN COORDINATES (ANGSTROEM)
C -1.04 -1.74 4.49
C 0.37 -1.64 4.22
C 1.17 -0.49 3.45
C 1.17 -0.61 1.81
C -0.43 -0.49 1.48
C -1.24 0.70 2.17
C -2.39 1.16 1.10
C -3.83 1.31 1.80
N -4.91 0.52 1.11
C -5.57 -0.68 1.64
C -6.66 -1.15 0.63
C -6.57 -0.13 -0.55
C -5.45 0.87 -0.18
N 1.81 0.58 1.18
Cl 2.76 1.59 2.27
C 2.62 0.52 -0.07
C 2.25 1.88 -0.90
O 3.41 2.47 -1.56
C 3.48 3.90 -1.31
C 2.74 -0.81 -0.93
P 4.59 -1.00 -1.47
O 5.34 0.30 -1.71
P 1.92 -0.71 -2.69
S 2.99 0.37 -3.95
C 2.12 -2.17 -0.26
S 0.38 -2.44 -1.02
C 2.86 -3.53 -0.68
O 4.06 -3.84 -0.37
N 2.27 -4.68 -1.39
C 2.51 -4.74 -2.79
O 3.38 -4.11 -3.43
F 1.65 -5.58 -3.58
C 1.78 -2.08 1.36
C 3.07 -2.50 2.27
C 4.28 -1.47 2.31
C 5.61 -2.34 2.66
F 6.55 -1.42 3.22
F 5.32 -3.27 3.71
F 6.17 -2.98 1.54
O 0.77 -3.08 1.46
C 0.87 -4.22 2.26
C 1.59 -5.54 1.67
H -1.49 -1.32 5.45
H -1.81 -2.19 3.74
H 1.00 -2.49 4.70
H 0.78 0.50 3.84
H 2.24 -0.55 3.89
H -1.03 -1.43 1.72
H -0.45 -0.20 0.35
H -0.59 1.65 2.32
H -1.81 0.46 3.12
H -2.52 0.37 0.26
H -2.13 2.19 0.63
H -3.87 1.00 2.89
H -4.16 2.42 1.77
H -5.32 -1.19 2.64
H -7.39 -2.03 0.73
H -7.18 -0.06 -1.51
H -5.02 1.77 -0.71
H 1.03 1.24 0.97
H 3.72 0.76 0.23
H 1.96 2.75 -0.17
H 1.34 1.77 -1.57
H 4.43 4.26 -1.87
H 3.64 4.17 -0.21
H 2.61 4.42 -1.81
H 5.36 -1.70 -0.45
H 4.61 -1.85 -2.65
H 0.63 -0.10 -2.67
H 1.95 -2.01 -3.35
H 0.44 -3.10 -2.22
H 1.39 -5.04 -1.03
H 3.49 -3.53 2.02
H 2.77 -2.63 3.39
H 4.51 -0.89 1.36
H 4.24 -0.69 3.16
H 1.23 -4.13 3.36
H -0.23 -4.60 2.42
H 1.61 -6.30 2.55
H 2.68 -5.40 1.36
H 0.92 -6.01 0.87
C -5.83 -6.15 -4.05
O -4.76 -6.83 -3.42
C -3.47 -6.48 -3.93
C -2.69 -5.63 -2.92
N -3.27 -4.29 -2.79
C -2.78 -3.54 -1.63
C -3.00 -4.14 -0.23
O -4.35 -4.16 0.19
C -5.11 -5.25 -0.32
H -6.76 -6.64 -3.76
H -5.88 -5.11 -3.73
H -5.74 -6.20 -5.14
H -3.55 -5.98 -4.90
H -2.93 -7.42 -4.08
H -1.65 -5.54 -3.26
H -2.70 -6.17 -1.97
H -4.28 -4.37 -2.71
H -3.28 -2.57 -1.66
H -1.71 -3.34 -1.77
H -2.48 -3.48 0.48
H -2.53 -5.12 -0.11
H -4.52 -6.16 -0.43
H -5.57 -4.97 -1.27
H -5.93 -5.45 0.38
C 1.15 6.59 -2.19
O 1.99 6.80 -1.06
C 2.95 7.85 -1.25
C 2.59 9.08 -0.41
N 1.40 9.75 -0.93
C 0.82 10.74 -0.02
C 0.35 10.26 1.36
O -0.80 9.41 1.33
C -0.52 8.05 1.03
H 0.61 5.65 -2.04
H 0.40 7.39 -2.28
H 1.73 6.52 -3.11
H 3.07 8.09 -2.30
H 3.90 7.45 -0.89
H 3.43 9.78 -0.42
H 2.44 8.74 0.62
H 0.69 9.06 -1.14
H -0.05 11.17 -0.54
H 1.54 11.55 0.11
H 0.04 11.15 1.92
H 1.15 9.81 1.95
H 0.44 7.72 1.43
H -0.57 7.90 -0.05
H -1.31 7.44 1.47



# 2
Below is a structure of composition C37H71CdGe2N3O2SSi4Te, with properties calculated with ωB97M-V with the def2-TZVPD basis set.

Summary:
Frontier orbital gap   7.1695 eV
Largest force on an atom   0.0191 hartree/bohr
Energy above the lowest of the compared OMol25 structures with the same formula, charge and spin   46.94 kcal/mol
Total energy   -215324.253 eV

CARTESIAN COORDINATES (ANGSTROEM)
Cd -0.05 -0.15 -0.81
C 0.88 2.95 -2.29
C 0.80 3.30 -0.81
N 0.99 2.12 0.03
C 2.35 1.57 0.23
C 3.15 0.30 -1.81
S 2.19 -0.60 -3.09
C 1.69 0.73 -4.22
C 0.30 1.30 -3.98
N 0.09 1.77 -2.61
H 1.92 2.74 -2.55
H 0.58 3.82 -2.89
H -0.20 3.69 -0.60
H 1.51 4.11 -0.60
H 0.56 2.25 0.93
H 2.38 1.29 1.28
H 3.42 3.35 0.72
H 4.11 -0.21 -1.78
H 3.31 1.30 -2.19
H 1.71 0.29 -5.22
H 2.46 1.50 -4.20
H -0.44 0.52 -4.17
H 0.14 2.10 -4.71
H -0.90 2.00 -2.50
O 2.57 -2.68 1.60
C 2.13 -1.73 0.98
O 0.90 -1.38 0.85
C 3.09 -0.68 0.40
C 4.32 -0.51 0.89
C 5.19 0.64 0.60
C 4.87 1.88 0.22
C 3.52 2.52 0.01
N 2.52 0.29 -0.49
H 4.69 -1.27 1.56
H 6.25 0.45 0.74
H 5.69 2.57 0.06
H 3.51 2.98 -0.98
C 1.39 0.75 4.80
C 1.14 0.72 3.29
Ge -0.51 -0.30 2.90
C -0.34 -2.16 3.49
C -1.35 -3.11 2.84
C -1.82 0.57 4.10
C -2.83 1.12 3.40
Ge -2.47 0.54 1.52
C -3.82 -0.76 0.93
C -5.27 -0.48 1.32
C -2.48 1.99 0.14
C -3.65 2.97 0.17
C -3.95 1.89 3.99
C -3.93 2.29 5.33
C -4.99 2.99 5.88
C -6.10 3.32 5.11
C -6.13 2.94 3.78
C -5.06 2.25 3.23
H 2.35 1.21 5.03
H 1.40 -0.26 5.21
H 0.61 1.31 5.31
H 1.98 0.23 2.78
H 1.05 1.74 2.90
H -0.48 -2.14 4.58
H 0.68 -2.48 3.27
H -2.38 -2.80 3.04
H -1.23 -4.13 3.22
H -1.21 -3.14 1.76
H -1.77 0.63 5.19
H -3.51 -1.72 1.34
H -3.72 -0.86 -0.15
H -5.39 -0.38 2.40
H -5.91 -1.29 0.99
H -5.65 0.43 0.85
H -2.47 1.46 -0.83
H -1.54 2.54 0.22
H -4.60 2.46 0.05
H -3.57 3.70 -0.63
H -3.68 3.51 1.12
H -3.08 2.06 5.94
H -4.95 3.29 6.92
H -6.93 3.86 5.55
H -6.99 3.19 3.16
H -5.09 1.96 2.19
C -5.07 -3.86 -1.17
Si -4.23 -4.20 -2.80
C -5.56 -4.57 -4.08
C -3.14 -5.72 -2.60
Si -2.84 -2.42 -3.46
Te -1.21 -2.42 -1.53
Si -1.66 -3.10 -5.37
C -0.28 -4.28 -4.89
C -2.79 -3.99 -6.58
C -0.86 -1.65 -6.27
Si -4.17 -0.56 -3.96
C -5.37 -0.07 -2.60
C -3.24 1.02 -4.41
C -5.16 -1.03 -5.49
H -5.70 -4.70 -0.88
H -5.70 -2.97 -1.23
H -4.33 -3.69 -0.38
H -6.06 -5.51 -3.84
H -5.15 -4.66 -5.08
H -6.32 -3.79 -4.10
H -3.69 -6.53 -2.12
H -2.26 -5.49 -2.00
H -2.79 -6.09 -3.57
H -0.67 -5.17 -4.40
H 0.41 -3.80 -4.19
H 0.28 -4.59 -5.78
H -3.13 -4.94 -6.17
H -2.27 -4.20 -7.52
H -3.68 -3.40 -6.82
H -0.15 -1.15 -5.61
H -1.60 -0.92 -6.60
H -0.32 -2.01 -7.15
H -4.84 0.39 -1.76
H -5.92 -0.92 -2.21
H -6.09 0.66 -2.98
H -2.87 1.54 -3.52
H -3.92 1.70 -4.93
H -2.40 0.83 -5.07
H -5.64 -2.00 -5.39
H -4.52 -1.06 -6.38
H -5.95 -0.29 -5.67